Computed, not measured: a cluster of 2 separate species, C6H12O in total in a non-equilibrium geometry, with ωB97M-V/def2-TZVPD.

The SMILES is C=CC=C(C)C.O. Its HOMO energy is -0.3003 Eh. As for the HOMO-LUMO gap: 8.91 eV.

The geometry in ORCA input format:
```
! RIJCOSX wB97M-V def2-TZVPD def2/J DEFGRID3
* xyz 0 1
C 2.7959 0.3526 0.4492
C 1.4836 0.5820 0.4388
C 0.5920 0.0480 -0.6139
C -0.7253 0.2606 -0.6623
C -1.3019 1.3127 0.2525
C -1.5769 -0.2325 -1.8117
H 3.2586 -0.0279 -0.4519
H 3.3051 0.2979 1.4026
H 0.9277 0.7611 1.3529
H 1.0490 -0.7460 -1.1855
H -1.4908 0.8909 1.2442
H -0.7005 2.2029 0.4297
H -2.2554 1.6665 -0.1477
H -2.5983 0.0106 -1.5143
H -1.4509 0.3864 -2.6993
H -1.3148 -1.2581 -2.0289
O -0.7070 -1.7709 1.5252
H -0.4244 -2.2513 2.3082
H -0.4815 -2.3691 0.8019
*
```